Record 1
Density functional theory data (wB97M-V/def2-TZVPD) for a gas-phase ion, C17H16N3O7 (charge -1) in a non-equilibrium geometry.

Geometry as XYZ:
```
43
Properties=species:S:1:pos:R:3:lowdin_charge:R:1
C 2.832 -5.318 0.538 -0.07
O 1.453 -4.950 0.795 -0.11
C 0.901 -3.787 0.352 -0.27
C -0.427 -3.504 0.757 -0.01
C -1.003 -2.280 0.512 -0.04
C -0.257 -1.246 -0.049 -0.15
C -0.969 0.088 -0.314 -0.09
C -0.179 1.313 -0.276 -0.10
C 1.221 1.313 0.212 -0.45
O 1.716 0.473 0.907 0.08
O 2.031 2.384 -0.180 0.04
C 1.689 3.250 -1.293 -0.51
C 2.180 2.654 -2.590 0.00
C 2.379 4.624 -1.092 0.00
O 0.244 3.471 -1.326 0.04
C -0.654 2.461 -1.017 -0.43
O -1.819 2.551 -1.431 0.04
N -2.309 0.288 0.673 -0.02
C -2.036 0.979 1.784 -0.14
N -3.097 1.210 2.585 0.14
C -4.074 0.535 1.932 -0.26
N -5.342 0.478 2.552 -0.33
O -6.280 -0.173 2.006 0.00
O -5.421 1.097 3.635 0.03
C -3.598 -0.052 0.695 0.01
C 1.010 -1.548 -0.571 -0.04
C 1.564 -2.802 -0.417 -0.02
H 2.976 -6.249 1.101 0.09
H 2.993 -5.509 -0.533 0.09
H 3.532 -4.554 0.907 0.09
H -0.951 -4.260 1.339 0.11
H -2.068 -2.177 0.706 0.11
H -1.751 0.014 -1.142 0.16
H 1.716 1.683 -2.746 0.09
H 1.938 3.325 -3.416 0.09
H 3.266 2.542 -2.549 0.09
H 2.073 5.127 -0.161 0.09
H 3.473 4.520 -1.078 0.09
H 2.143 5.294 -1.932 0.09
H -1.024 1.295 2.058 0.14
H -4.206 -0.706 0.082 0.12
H 1.581 -0.846 -1.176 0.12
H 2.551 -3.011 -0.840 0.11
```

Calculated values
SMILES	COc1ccc([C@H](C2=C([O-])OC(C)(C)OC2=O)n2cnc([N+](=O)[O-])c2)cc1
max |F|	0.0670	Eh/bohr
energy	-36689.479	eV
LUMO level	2.5707	eV
2S+1	1
charge	-1

Record 2
Density functional theory data (wB97M-V/def2-TZVPD) for a molecular structure, C17H16N6O5SSbSe4Tb in a non-equilibrium geometry.

Geometry as XYZ:
```
51
Properties=species:S:1:pos:R:3:lowdin_charge:R:1
Tb -0.114 -0.354 1.277 1.18
O -0.229 -5.059 -3.338 0.06
C -0.196 -4.131 -2.330 -0.27
C 1.076 -3.740 -1.767 0.06
C 1.048 -2.767 -0.808 -0.14
N -0.127 -2.223 -0.417 0.05
C -1.254 -2.460 -1.074 -0.16
C -1.334 -3.486 -1.966 0.04
C -2.311 -1.349 -0.831 -0.59
O -3.194 -1.256 -1.680 0.04
O -2.037 -0.648 0.198 -0.24
C 2.252 -2.056 -0.058 -0.68
O 3.293 -2.139 -0.688 0.03
O 1.949 -1.536 1.009 -0.13
H 0.651 -5.387 -3.467 0.08
H 1.963 -4.184 -2.222 0.12
H -2.223 -3.661 -2.539 0.13
N 1.378 0.967 -0.422 0.01
C 1.218 1.399 -1.802 -0.17
C 2.210 1.288 -2.766 0.00
C 1.959 1.762 -4.110 -0.10
C 0.782 2.304 -4.497 -0.06
C -0.312 2.371 -3.521 -0.13
C -1.605 2.981 -3.759 -0.02
C -2.571 2.918 -2.766 -0.06
C -2.255 2.345 -1.496 -0.09
N -1.048 1.891 -1.292 0.11
C -0.091 1.880 -2.191 -0.19
H 2.343 0.679 -0.313 0.09
H 1.250 1.707 0.239 -0.06
H 3.069 0.745 -2.478 0.09
H 2.700 1.584 -4.861 0.09
H 0.622 2.506 -5.569 0.10
H -1.816 3.246 -4.848 0.12
H -3.571 3.279 -2.922 0.09
H -2.991 2.177 -0.670 0.14
N 0.921 -1.084 3.698 -0.11
N 0.134 -0.773 4.849 -0.10
C -1.169 -0.803 4.675 -0.91
N -2.030 -0.193 5.532 0.07
S -1.851 -1.561 3.329 0.56
H 1.369 -1.953 3.963 0.09
H 1.663 -0.300 3.727 0.03
H 0.709 -0.028 5.421 -0.02
H -1.782 0.712 5.914 -0.08
H -2.941 -0.154 5.091 0.06
Se -0.862 2.854 6.784 -0.25
Sb 0.858 3.056 4.962 -0.28
Se 0.163 2.060 2.450 -0.10
Se 1.857 5.184 4.567 -0.30
Se 2.477 1.390 5.783 -0.19
```

Calculated values
max |F|	0.0782	Eh/bohr
energy	-338266.373	eV
LUMO level (spin up / spin down)	3.5099 / 3.5107	eV
2S+1	7
charge	-2

Record 3
Density functional theory data (wB97M-V/def2-TZVPD) for a molecular structure, C17H17BN4S3SbSe4Tc in a non-equilibrium geometry.

Geometry as XYZ:
```
48
Properties=species:S:1:pos:R:3:lowdin_charge:R:1
Tc -0.562 0.140 -0.826 0.66
S -2.485 0.121 3.362 1.17
C -0.813 -0.233 3.691 -0.44
C -0.190 -0.420 4.918 -0.07
C 1.144 -0.776 4.917 -0.06
C 1.846 -0.939 3.719 -0.06
C 1.234 -0.735 2.499 -0.05
C -0.111 -0.373 2.485 -0.32
N -0.900 -0.173 1.366 -0.07
C -2.153 0.061 1.668 -0.52
C -3.144 0.137 0.616 -0.25
C -4.516 0.166 0.873 -0.03
C -5.411 0.068 -0.174 -0.06
C -4.945 -0.086 -1.473 -0.05
C -3.580 -0.105 -1.738 -0.12
C -2.674 0.024 -0.701 -0.24
H -0.738 -0.301 5.842 0.12
H 1.649 -0.945 5.858 0.11
H 2.885 -1.237 3.746 0.11
H 1.781 -0.854 1.573 0.04
H -4.868 0.238 1.896 0.10
H -6.474 0.087 0.025 0.11
H -5.642 -0.198 -2.294 0.12
H -3.248 -0.233 -2.760 0.07
Se -2.065 -2.730 -4.683 -0.01
Sb -0.039 -2.214 -3.544 -0.06
Se -0.393 -2.135 -0.932 0.21
Se -0.111 0.465 -3.023 0.29
Se 2.245 -2.844 -3.940 0.22
S 1.474 2.313 1.036 0.78
C 0.343 1.807 0.033 -0.92
C 5.212 -2.365 -1.590 -0.09
N 5.209 -0.913 -1.610 -0.04
C 4.151 -0.135 -1.377 -0.82
N 4.325 1.192 -1.406 0.11
S 2.610 -0.771 -1.027 0.54
H 6.217 -2.708 -1.356 0.09
H 4.905 -2.777 -2.552 0.04
H 4.525 -2.725 -0.830 0.07
H 6.073 -0.468 -1.879 0.15
H 5.210 1.619 -1.624 0.12
H 3.557 1.795 -1.170 0.07
B -2.597 3.451 -1.686 0.08
C -1.285 3.324 -0.877 -0.06
N -0.783 2.174 -0.552 -0.22
H -0.720 4.184 -0.512 0.11
H -2.977 2.542 -2.336 0.03
H -3.169 4.482 -1.653 0.03
```

Calculated values
max |F|	0.0443	Eh/bohr
energy	-327161.710	eV
LUMO level (spin up / spin down)	-5.0936 / -5.6447	eV
2S+1	2
charge	+1

Record 4
Density functional theory data (wB97M-V/def2-TZVPD) for a molecular structure, C17H17BrHfI2N4O7P2 in a non-equilibrium geometry.

Geometry as XYZ:
```
51
Properties=species:S:1:pos:R:3:lowdin_charge:R:1
Hf 1.268 -2.401 -0.351 1.05
N 5.704 -2.631 1.797 0.20
C 4.186 -2.967 1.871 -0.46
C 4.102 -4.033 2.951 -0.07
P 3.564 -3.778 0.372 0.36
O 4.559 -4.945 0.063 -0.06
O 3.533 -2.662 -0.678 -0.37
O 2.072 -4.092 0.555 -0.38
P 3.298 -1.275 2.062 0.37
O 2.865 -1.274 3.569 -0.08
O 1.948 -1.436 1.319 -0.49
O 4.229 -0.229 1.641 -0.23
H 6.343 -3.473 1.711 0.20
H 5.796 -2.200 2.734 0.17
H 5.920 -1.876 1.129 0.16
H 4.431 -5.000 2.657 0.08
H 3.008 -4.033 3.295 0.14
H 4.687 -3.828 3.839 0.10
H 4.394 -5.512 -0.736 0.16
H 1.964 -0.956 3.749 0.12
Br -8.599 2.330 1.310 0.96
C -6.896 2.654 0.715 -0.65
C -6.745 3.785 -0.123 -0.08
C -5.482 4.064 -0.537 0.06
C -4.409 3.227 -0.088 -0.25
C -4.574 2.127 0.753 0.05
C -5.851 1.821 1.133 -0.07
N -3.256 3.682 -0.561 0.18
N -2.180 3.182 -0.251 0.16
C -1.157 2.554 -0.665 -0.13
C 0.030 2.467 0.174 0.05
C 0.997 1.560 -0.080 0.03
C 0.928 0.703 -1.239 -0.27
O 1.500 -0.408 -1.253 -0.16
C -0.040 1.072 -2.312 -0.17
N 0.270 0.563 -3.541 0.17
C -0.594 0.865 -4.523 -0.08
C -1.662 1.732 -4.368 0.00
C -1.996 2.146 -3.066 0.04
C -1.095 1.878 -2.029 -0.08
H -7.608 4.376 -0.391 0.12
H -5.024 4.794 -1.186 0.13
H -3.748 1.562 1.080 0.11
H -6.099 0.987 1.738 0.11
H 0.076 3.126 1.069 0.15
H 1.957 1.520 0.481 0.15
H -0.382 0.389 -5.482 0.13
H -2.344 1.938 -5.230 0.14
H -2.952 2.639 -2.785 0.12
I -1.472 -1.540 0.652 0.00
I 0.537 -3.194 -2.944 0.14
```

Calculated values
max |F|	0.0656	Eh/bohr
energy	-144319.334	eV
LUMO level (spin up / spin down)	-7.7911 / -7.7923	eV
2S+1	1
charge	+2

Record 5
Density functional theory data (wB97M-V/def2-TZVPD) for 2 unconnected molecules or ions with the total composition C17H17BrNO in a non-equilibrium geometry.

Geometry as XYZ:
```
37
Properties=species:S:1:pos:R:3:lowdin_charge:R:1
C -1.408 0.142 2.738 0.02
O -0.246 -0.531 2.217 -0.02
C 0.623 0.151 1.526 0.01
C 1.810 -0.499 1.085 -0.18
C 2.788 0.260 0.399 0.01
C 3.923 -0.363 -0.090 -0.01
C 4.136 -1.735 0.103 -0.22
C 5.368 -2.397 -0.435 -0.02
C 3.178 -2.478 0.810 0.00
C 2.033 -1.890 1.312 0.04
H -1.968 -0.647 3.238 0.11
H -1.112 0.925 3.447 0.11
H -1.983 0.581 1.914 0.10
H 0.482 1.241 1.446 0.17
H 2.593 1.327 0.272 0.13
H 4.676 0.203 -0.639 0.13
H 5.358 -3.464 -0.185 0.09
H 5.426 -2.291 -1.528 0.10
H 6.275 -1.944 -0.011 0.10
H 3.348 -3.546 0.958 0.13
H 1.287 -2.460 1.865 0.13
Br -4.393 4.499 0.553 0.73
C -3.891 2.907 -0.356 -0.69
C -2.524 2.606 -0.479 -0.09
C -2.152 1.420 -1.119 -0.20
C -3.174 0.576 -1.652 -0.21
N -2.546 -0.512 -2.242 0.07
C -1.178 -0.389 -2.108 -0.08
C -0.898 0.776 -1.399 -0.05
C -4.524 0.873 -1.535 0.00
C -4.887 2.060 -0.873 -0.11
H -1.754 3.264 -0.089 0.10
H -3.025 -1.275 -2.714 0.17
H -0.512 -1.122 -2.548 0.12
H 0.070 1.207 -1.176 0.09
H -5.268 0.196 -1.947 0.12
H -5.931 2.332 -0.757 0.10
```

Calculated values
max |F|	0.0366	Eh/bohr
energy	-91477.878	eV
LUMO level	-5.2310	eV
2S+1	1
charge	+1

Record 6
Density functional theory data (wB97M-V/def2-TZVPD) for a molecular structure, C17H17Cl2CoNO in a non-equilibrium geometry.

Geometry as XYZ:
```
39
Properties=species:S:1:pos:R:3:lowdin_charge:R:1
C -0.131 0.684 -2.525 -0.22
C -2.233 -1.717 -2.017 -0.11
C 0.777 -0.316 -3.006 -0.09
H 0.272 1.639 -2.923 0.11
C -1.241 -2.512 -1.608 -0.12
H -3.150 -1.659 -1.419 0.10
H 1.825 -0.015 -2.973 0.11
H -1.439 -3.222 -0.790 0.11
C 0.588 -1.722 -3.335 -0.22
H 1.606 -2.078 -3.610 0.12
H -0.028 -1.918 -4.231 0.11
C -1.597 0.627 -2.992 -0.18
H -1.633 1.127 -3.977 0.12
H -2.227 1.226 -2.318 0.11
C -2.218 -0.765 -3.188 -0.20
H -1.730 -1.205 -4.060 0.09
H -3.274 -0.612 -3.446 0.11
C 0.133 -2.678 -2.186 -0.18
H 0.178 -3.704 -2.585 0.11
H 0.897 -2.653 -1.391 0.12
Co 0.815 1.773 -0.037 0.52
H -0.063 1.019 -1.252 0.09
Cl 4.610 2.789 3.029 0.72
C 3.083 2.115 3.351 -0.63
C 2.563 2.026 4.643 -0.12
C 1.311 1.464 4.900 -0.64
Cl 0.683 1.495 6.485 0.70
C 0.517 0.883 3.859 -0.17
C -0.770 0.320 3.961 -0.02
C -1.429 -0.109 2.832 -0.05
C -0.894 0.132 1.558 -0.08
N 0.260 0.838 1.444 -0.02
C 1.045 1.018 2.550 -0.14
C 2.251 1.723 2.257 -0.38
O 2.412 2.154 1.041 -0.16
H 3.148 2.433 5.463 0.11
H -1.196 0.234 4.961 0.10
H -2.390 -0.621 2.907 0.11
H -1.329 -0.211 0.628 0.09
```

Calculated values
max |F|	0.0747	Eh/bohr
energy	-84109.890	eV
LUMO level (spin up / spin down)	-0.3073 / -0.7193	eV
2S+1	4

Number 5 is which compound?
C17H17BrNO

What is the formula in the second record?
C17H16N6O5SSbSe4Tb

Copy entry 5 word for word.
Density functional theory data (wB97M-V/def2-TZVPD) for 2 unconnected molecules or ions with the total composition C17H17BrNO in a non-equilibrium geometry.

Geometry as XYZ:
```
37
Properties=species:S:1:pos:R:3:lowdin_charge:R:1
C -1.408 0.142 2.738 0.02
O -0.246 -0.531 2.217 -0.02
C 0.623 0.151 1.526 0.01
C 1.810 -0.499 1.085 -0.18
C 2.788 0.260 0.399 0.01
C 3.923 -0.363 -0.090 -0.01
C 4.136 -1.735 0.103 -0.22
C 5.368 -2.397 -0.435 -0.02
C 3.178 -2.478 0.810 0.00
C 2.033 -1.890 1.312 0.04
H -1.968 -0.647 3.238 0.11
H -1.112 0.925 3.447 0.11
H -1.983 0.581 1.914 0.10
H 0.482 1.241 1.446 0.17
H 2.593 1.327 0.272 0.13
H 4.676 0.203 -0.639 0.13
H 5.358 -3.464 -0.185 0.09
H 5.426 -2.291 -1.528 0.10
H 6.275 -1.944 -0.011 0.10
H 3.348 -3.546 0.958 0.13
H 1.287 -2.460 1.865 0.13
Br -4.393 4.499 0.553 0.73
C -3.891 2.907 -0.356 -0.69
C -2.524 2.606 -0.479 -0.09
C -2.152 1.420 -1.119 -0.20
C -3.174 0.576 -1.652 -0.21
N -2.546 -0.512 -2.242 0.07
C -1.178 -0.389 -2.108 -0.08
C -0.898 0.776 -1.399 -0.05
C -4.524 0.873 -1.535 0.00
C -4.887 2.060 -0.873 -0.11
H -1.754 3.264 -0.089 0.10
H -3.025 -1.275 -2.714 0.17
H -0.512 -1.122 -2.548 0.12
H 0.070 1.207 -1.176 0.09
H -5.268 0.196 -1.947 0.12
H -5.931 2.332 -0.757 0.10
```

Calculated values
max |F|	0.0366	Eh/bohr
energy	-91477.878	eV
LUMO level	-5.2310	eV
2S+1	1
charge	+1

What is the energy in the fifth record?
-91477.878 eV